No. 1
Here is a 3-piece molecular cluster, C41H67F2N4O11P2S2 overall in a non-equilibrium geometry from the OMol25 dataset. Energies are from ωB97M-V/def2-TZVPD.

Values from the calculation:
- LUMO energy: -3.4 eV
- Orbital gap: 7.19 eV
- Electronic energy: -4327.5570 a.u.
- Net charge: +1

Each line ends with the Löwdin charge.
Atoms and positions in Å:
C -2.255 1.736 6.622  -0.01
C -0.945 2.301 6.074  -0.34
C -0.110 3.143 7.032  -0.01
N -0.490 2.161 4.871  0.11
C -0.321 0.785 4.375  -0.30
C 0.155 -0.189 5.497  -0.01
C 0.782 -1.513 5.010  -0.42
O 1.966 -1.630 4.801  0.13
N -0.087 -2.652 4.846  -0.18
C -0.213 -3.377 6.121  -0.06
C 0.467 -3.554 3.817  -0.06
C 0.961 0.920 3.460  0.00
C 0.647 0.322 2.036  -0.42
O 1.473 -0.750 1.644  0.04
C 0.348 1.404 0.955  0.01
C 0.417 0.814 -0.473  -0.39
O 0.897 1.481 -1.348  0.14
F -0.085 -0.414 -0.717  0.13
C -0.739 -0.364 2.326  0.00
N -1.463 0.299 3.435  -0.07
F -2.076 -0.665 4.227  0.07
C -2.424 1.367 3.080  -0.07
C -3.438 0.967 1.980  -0.21
C -4.371 -0.175 2.413  -0.48
S -5.628 -0.591 1.166  0.93
C -7.038 -1.308 1.980  -1.11
S -8.220 -1.845 1.016  0.76
N -7.226 -1.429 3.412  -0.08
C -6.361 -2.425 4.014  -0.23
C -5.134 -2.201 4.639  -0.06
C -4.399 -3.262 5.146  -0.08
C -4.824 -4.578 5.035  -0.07
C -6.048 -4.809 4.413  -0.06
C -6.792 -3.748 3.921  -0.01
C -7.269 -0.184 4.106  -0.24
C -7.245 -0.112 5.508  -0.03
C -7.298 1.076 6.202  -0.08
C -7.419 2.291 5.527  -0.10
C -7.465 2.246 4.141  -0.09
C -7.383 1.043 3.441  -0.06
H -2.344 0.644 6.524  0.08
H -3.122 2.272 6.210  0.10
H -2.269 1.935 7.706  0.09
H -0.557 4.131 7.226  0.10
H 0.880 3.329 6.594  0.09
H 0.045 2.613 7.985  0.10
H -0.611 -0.435 6.246  0.11
H 0.952 0.339 6.040  0.15
H 0.676 -4.017 6.280  0.10
H -1.092 -4.038 6.127  0.08
H -0.294 -2.705 6.989  0.09
H -0.310 -4.249 3.463  0.10
H 0.755 -2.955 2.941  0.08
H 1.331 -4.116 4.207  0.10
H 1.922 0.687 3.926  0.14
H 1.031 2.001 3.260  0.12
H 2.379 -0.408 1.684  0.14
H -0.667 1.820 1.038  0.12
H 1.101 2.194 1.047  0.14
H -0.674 -1.409 2.673  0.14
H -1.242 -0.489 1.358  0.14
H -1.924 2.280 2.733  0.15
H -3.019 1.644 3.961  0.13
H -4.067 1.863 1.829  0.13
H -2.935 0.790 1.015  0.11
H -3.796 -1.083 2.643  0.07
H -4.910 0.179 3.306  0.06
H -4.742 -1.193 4.742  0.09
H -3.432 -3.098 5.632  0.09
H -4.267 -5.439 5.401  0.11
H -6.474 -5.803 4.261  0.12
H -7.737 -3.953 3.412  0.12
H -7.160 -1.042 6.077  0.12
H -7.248 1.121 7.292  0.11
H -7.494 3.264 6.010  0.10
H -7.585 3.174 3.578  0.11
H -7.447 1.126 2.356  0.10
O 3.085 5.122 -5.821  -0.23
P 3.972 4.084 -5.202  0.63
O 4.686 5.010 -4.021  -0.20
C 3.920 5.879 -3.197  -0.29
C 3.454 5.196 -1.923  -0.08
O 5.163 4.109 -6.329  -0.22
C 4.934 4.641 -7.636  -0.29
C 5.286 6.115 -7.694  -0.07
O 4.766 2.744 -4.638  -0.20
C 4.418 2.124 -3.409  -0.28
C 2.969 1.679 -3.356  -0.08
H 3.066 6.294 -3.734  0.11
H 4.572 6.713 -2.931  0.12
H 2.778 4.366 -2.151  0.06
H 2.921 5.898 -1.279  0.08
H 4.301 4.790 -1.366  0.07
H 3.905 4.465 -7.948  0.10
H 5.575 4.085 -8.323  0.11
H 4.866 6.672 -6.857  0.07
H 4.926 6.559 -8.623  0.08
H 6.369 6.245 -7.651  0.08
H 4.667 2.785 -2.576  0.10
H 5.062 1.249 -3.304  0.12
H 2.282 2.493 -3.607  0.07
H 2.728 1.310 -2.368  0.05
H 2.797 0.872 -4.072  0.08
O 4.296 -4.402 -6.089  -0.24
P 4.218 -3.559 -7.320  0.59
O 2.585 -3.401 -7.534  -0.20
C 1.716 -3.151 -6.437  -0.29
C 1.500 -1.667 -6.203  -0.08
O 4.565 -4.674 -8.460  -0.21
C 5.153 -5.928 -8.110  -0.29
C 4.088 -6.979 -7.860  -0.08
O 4.562 -2.427 -8.463  -0.18
C 4.292 -1.047 -8.253  -0.28
C 4.983 -0.489 -7.024  -0.08
H 2.075 -3.628 -5.523  0.10
H 0.758 -3.613 -6.686  0.12
H 2.437 -1.176 -5.927  0.05
H 0.783 -1.501 -5.396  0.08
H 1.123 -1.180 -7.104  0.08
H 5.812 -5.817 -7.250  0.10
H 5.776 -6.234 -8.951  0.12
H 3.292 -6.611 -7.213  0.07
H 4.525 -7.868 -7.403  0.08
H 3.621 -7.273 -8.802  0.08
H 3.214 -0.880 -8.220  0.10
H 4.652 -0.516 -9.135  0.13
H 4.773 -1.087 -6.131  0.06
H 4.665 0.539 -6.842  0.08
H 6.065 -0.488 -7.168  0.09

Cartesian forces (eV/Å) of the 6 atoms listed first:
0.8 -0.2 1.1
-0.3 0.7 0.2
-0.1 0.7 -0.7
0.5 -1.7 1.6
2.4 1.9 -0.1
-0.6 -0.9 0.5



No. 2
Here is one molecule with the formula C5H7N in a non-equilibrium geometry from the OMol25 dataset. Energies are from ωB97M-V/def2-TZVPD.

Values from the calculation:
- LUMO energy (alpha / beta): 0.4 / 0.8 eV
- Orbital gap (alpha / beta): 7.62 / 8.38 eV
- Energy relative to the best compared isomer or geometry (same formula, charge and spin): 470.2 kJ/mol
- Electronic energy: -249.2942 a.u.
- Net charge: 0

Each line ends with the Löwdin charge.
Atoms and positions in Å:
C 1.398 0.328 0.152  -0.19
C 0.408 0.841 -0.858  -0.03
C 0.731 -1.010 0.219  -0.11
N -0.620 -1.083 -0.159  -0.08
C -1.492 -0.201 0.634  -0.03
C -0.880 0.185 -0.741  -0.29
H 1.491 0.887 1.119  0.11
H 2.426 0.261 -0.240  0.11
H 0.581 1.684 -1.520  0.09
H 1.123 -1.868 0.764  0.10
H -1.068 0.268 1.520  0.11
H -2.546 -0.477 0.688  0.10
H -1.573 0.185 -1.579  0.13

Cartesian forces (eV/Å) of the 6 atoms listed first:
-0.5 -0.4 -0.7
0.2 2.1 0.0
1.0 -1.7 1.5
0.1 -1.2 0.6
0.4 0.6 -0.5
-0.9 0.5 -0.2



No. 3
Here is a 2-piece molecular cluster, C6H16O2 overall in a non-equilibrium geometry from the OMol25 dataset. Energies are from ωB97M-V/def2-TZVPD.

Values from the calculation:
- LUMO energy: 1.2 eV
- Orbital gap: 10.84 eV
- Energy relative to the best compared isomer or geometry (same formula, charge and spin): 171.1 kJ/mol
- SMILES: CCOC.CCOC
- Electronic energy: -388.6155 a.u.
- Net charge: 0

Each line ends with the Löwdin charge.
Atoms and positions in Å:
C -4.400 -0.494 -4.696  -0.06
C -3.627 -1.297 -3.559  -0.27
O -3.484 -2.637 -3.989  -0.22
C -3.156 -3.456 -2.947  -0.17
H -3.745 -0.466 -5.583  0.07
H -4.605 0.542 -4.378  0.07
H -5.354 -0.971 -4.978  0.07
H -4.115 -1.354 -2.567  0.11
H -2.607 -0.893 -3.410  0.12
H -2.899 -4.463 -3.318  0.09
H -4.093 -3.522 -2.370  0.09
H -2.351 -3.114 -2.274  0.09
C 2.963 2.704 2.219  -0.08
C 3.602 1.687 3.156  -0.31
O 3.598 2.142 4.520  -0.22
C 4.405 1.305 5.380  -0.11
H 2.956 2.377 1.165  0.08
H 3.550 3.635 2.294  0.08
H 1.926 2.916 2.528  0.08
H 4.650 1.442 2.899  0.12
H 3.014 0.751 3.101  0.11
H 4.081 0.275 5.154  0.08
H 4.200 1.512 6.444  0.09
H 5.493 1.376 5.211  0.08

Cartesian forces (eV/Å) of the 6 atoms listed first:
0.8 -0.5 1.0
-0.5 0.3 -1.0
0.4 1.0 -1.7
-0.7 -1.4 1.2
-0.3 0.0 0.3
0.1 -0.4 -0.1



No. 4
Here is an isolated ion of composition C3H9N2O and charge -1 in a non-equilibrium geometry from the OMol25 dataset. Energies are from ωB97M-V/def2-TZVPD.

Values from the calculation:
- LUMO energy: 4.4 eV
- Orbital gap: 6.22 eV
- Energy relative to the best compared isomer or geometry (same formula, charge and spin): 406.6 kJ/mol
- SMILES: CCN([O-])NC
- Electronic energy: -304.3111 a.u.
- Net charge: -1

Each line ends with the Löwdin charge.
Atoms and positions in Å:
C -1.899 0.878 0.639  -0.16
C -0.666 1.067 -0.297  -0.27
N 0.663 0.657 0.346  -0.33
O 1.649 0.964 -0.428  -0.35
N 0.599 -0.991 0.396  -0.10
C 1.532 -1.516 -0.578  -0.23
H -1.504 0.897 1.644  0.04
H -2.740 1.565 0.379  0.05
H -2.333 -0.120 0.712  0.04
H -0.728 0.338 -1.171  0.10
H -0.776 2.107 -0.672  0.09
H 0.828 -1.021 1.360  0.04
H 1.153 -2.318 -1.189  0.02
H 1.765 -0.466 -0.929  0.02
H 2.458 -2.041 -0.214  0.05

Cartesian forces (eV/Å) of the 6 atoms listed first:
0.3 -0.6 -0.4
-0.9 -2.1 -1.0
-1.9 0.3 1.2
1.1 1.4 -1.1
-1.4 0.1 -0.3
0.6 -0.4 1.7



> Among the records above, which one has the lowest electronic energy?

C41H67F2N4O11P2S2



> Look up the net charge of the second one.

0



> electronic energy of number 2 (C5H7N)?

-249.2942 a.u.